Record 1
{
  "formula": "C3H5NOS",
  "method": "ωB97M-V/def2-TZVPD",
  "species": ["S", "N", "C", "C", "O", "C", "H", "H", "H", "H", "H"],
  "coordinates": [[-2.20, 0.02, -0.33], [-0.65, -0.04, 0.41], [0.15, -1.16, 0.12], [1.32, -0.82, -0.40], [1.46, 0.54, -0.57], [0.35, 1.14, 0.03], [-2.84, 0.42, 0.78], [-0.24, -2.15, 0.30], [2.16, -1.41, -0.69], [-0.13, 1.85, -0.64], [0.63, 1.61, 0.98]],
  "lowdin_charge": [0.754, -0.473, -0.206, -0.123, -0.072, -0.170, -0.150, 0.102, 0.115, 0.103, 0.120],
  "homo_ha": -0.29198,
  "smiles": "SN1C=COC1"
}



Record 2
{
  "formula": "C3H5NOS",
  "method": "ωB97M-V/def2-TZVPD",
  "species": ["C", "C", "C", "N", "O", "S", "H", "H", "H", "H", "H"],
  "coordinates": [[-0.73, -0.01, 2.27], [-0.31, -0.79, 1.27], [-0.81, -0.51, -2.69], [0.28, -0.01, -3.17], [-1.86, -0.88, -3.08], [0.06, -0.19, -0.47], [-0.81, -0.44, 3.27], [-1.03, 1.15, 2.19], [0.04, -1.83, 1.49], [0.29, 0.24, -4.08], [0.94, 0.43, -2.57]],
  "lowdin_charge": [-0.105, -0.540, -0.596, 0.084, 0.089, 0.758, 0.044, 0.113, 0.054, 0.069, 0.029],
  "multiplicity": 3,
  "s_squared": 2.020,
  "homo_ha": [-0.23394, -0.33519]
}



Record 3
{
  "formula": "C3H5NOS2",
  "method": "ωB97M-V/def2-TZVPD",
  "species": ["C", "S", "C", "S", "N", "C", "O", "H", "H", "H", "H", "H"],
  "coordinates": [[2.33, -0.65, 0.04], [0.56, -0.99, -0.09], [-0.11, 0.62, -0.12], [0.82, 1.95, 0.03], [-1.47, 0.71, -0.15], [-2.52, -0.22, 0.09], [-3.68, 0.06, 0.00], [2.71, -0.19, -0.88], [2.51, -0.06, 0.94], [2.80, -1.65, 0.15], [-1.79, 1.64, -0.41], [-2.17, -1.22, 0.41]],
  "lowdin_charge": [-0.437, 0.855, -1.166, 0.667, -0.033, -0.308, 0.066, 0.038, 0.024, 0.045, 0.129, 0.118],
  "homo_ha": -0.33160,
  "smiles": "CSC(=S)NC=O"
}



Energy above the lowest of the compared OMol25 structures with the same formula, charge and spin, record by record: 231.0 61.3 14.3 kJ/mol